ORCA calculation (ωB97M-V with the def2-TZVPD basis set) on 2 unconnected molecules or ions with the total composition C5H11O2 at a distorted geometry.

ORCA input file:
```
! wB97M-V def2-TZVPD RIJCOSX def2/J DEFGRID3
* xyz -2 2
C -0.02 -1.52 0.22
C 0.56 -2.47 1.28
C -1.25 -0.69 0.84
H -0.24 -2.25 -0.54
H 0.76 -0.66 0.03
H 0.61 -2.21 2.29
H 0.16 -3.45 1.10
H -2.27 -1.00 0.58
H -1.14 0.31 0.36
H 1.64 -2.60 0.98
H -1.15 -0.56 1.90
C 0.78 2.17 -1.77
C -0.33 2.81 -0.72
O -1.09 3.68 -1.12
O -0.25 2.30 0.45
H 0.95 1.16 -1.47
H 1.81 2.50 -1.62
H 0.44 2.48 -2.77
*
```

Properties
- lowest unoccupied orbital energy (spin up / spin down) (eV) = 6.5 / 6.4
- energy relative to the best compared isomer or geometry (same formula, charge and spin) (kcal per mole) = 34.4
- HOMO (spin up / spin down) (hartree) = 0.149 / -0.057
- expectation value of S² = 0.75

Here are the Mulliken charges for atoms 1 to 4, given in e: C 0.07; C -4.37; C -0.93; H 0.35